Computed, not measured: a structure of composition C29H64NO13PSi2, with ωB97M-V/def2-TZVPD.

CARTESIAN COORDINATES (ANGSTROEM)
H 4.382 -0.135 3.200
C 0.533 2.448 0.614
H -6.587 -0.108 -0.736
H 3.465 1.208 0.204
H 4.992 -2.830 -0.825
O 6.666 -6.607 -2.346
H 4.233 -2.666 0.749
H 8.154 -1.814 0.423
C -4.857 -1.904 -1.831
O -5.495 -1.297 3.273
H -1.948 1.783 1.173
C -0.647 1.637 4.224
H -0.956 3.682 -0.449
H 1.726 1.141 -4.235
H -3.472 -0.486 -0.997
H -2.130 1.280 -3.142
O -2.107 8.238 2.368
H -2.264 6.713 3.670
O -1.785 3.124 2.723
C -5.494 -0.342 1.082
H -5.714 -2.983 -0.177
Si 2.903 -0.168 0.237
H 0.513 1.900 1.561
H 0.742 2.658 -2.860
H -3.773 -1.088 2.167
C -1.888 2.866 1.304
O -1.951 10.064 1.230
H -2.804 3.293 0.891
H -0.005 2.510 4.323
H -4.862 -2.369 1.637
C 7.225 -2.346 0.219
H 8.482 -6.994 -3.109
H -3.376 -2.102 -0.297
C -1.881 1.966 3.447
H -0.543 0.659 -3.408
H -3.698 6.455 0.978
H 6.162 -0.531 -0.169
O 3.814 -1.185 -0.678
H 4.004 0.226 -3.204
C 1.468 2.079 -2.283
H -2.984 -0.703 -3.796
C 7.056 -8.280 -4.088
C -2.542 11.054 0.384
H 7.856 -8.281 -2.076
H 6.185 -8.883 -3.837
H 7.185 -3.209 0.887
C 3.711 -6.493 -0.527
C -3.488 -1.550 -1.237
C -2.791 9.109 1.632
H -3.808 7.464 3.268
H -1.374 -1.326 -3.992
H 1.839 0.012 -2.911
H 3.896 1.600 -2.389
H -6.095 0.304 1.725
C -1.147 0.701 -1.317
H -1.782 11.817 0.249
H 2.239 2.771 -1.939
O 4.877 -6.098 -1.256
C -1.447 0.492 -2.818
H -5.730 -3.285 3.802
C -5.975 -2.133 -0.812
O 2.023 -2.259 2.304
C -0.671 3.408 0.572
O 3.910 -0.975 3.113
H -4.731 0.307 0.647
H -0.913 1.253 5.206
H -4.740 -2.839 -2.391
C 5.659 -7.109 -1.634
C -2.317 -1.903 -2.161
C -2.047 -0.875 -3.257
H -6.852 -2.452 -1.386
H -3.563 5.192 2.211
H -2.520 -2.873 -2.624
H 3.257 -5.575 -0.167
H 6.765 -7.553 -4.846
O -3.964 9.055 1.369
H -2.121 5.765 1.359
H 3.973 -7.127 0.317
H -0.081 0.881 3.672
H -1.817 1.471 -0.928
H -1.407 -2.047 -1.568
C -4.833 -1.342 2.023
H -4.103 -2.623 4.057
H 5.957 -1.211 1.486
N 3.583 1.148 -3.241
H 7.820 -8.934 -4.506
H -2.810 10.621 -0.578
O 1.399 -0.130 -0.405
C -3.077 6.069 1.786
C 7.596 -7.575 -2.863
H -1.332 -0.186 -0.712
H 1.454 3.037 0.580
H -5.176 -1.156 -2.565
C -5.175 -2.388 4.101
C 6.008 -1.438 0.419
O 5.485 -8.268 -1.366
P 2.461 -0.682 2.397
O -2.869 1.302 3.427
H 7.266 -2.727 -0.804
C 4.719 -2.104 -0.053
C -2.863 7.115 2.855
Si 0.574 1.265 -0.855
C -6.420 -0.911 -0.007
H -0.394 4.346 1.061
H -3.426 11.483 0.851
H -7.399 -1.109 0.437
H -5.425 -2.114 5.124
H 1.095 -2.302 2.035
H 3.018 -7.019 -1.180
C 2.115 1.027 -3.220

For the molar mass, the calculation gives 721.97 g mol⁻¹. The calculation puts the LUMO energy at 0.12 eV. For the HOMO energy, the calculation gives -0.305 hartree. Its largest force on an atom is 0.8 eV Å⁻¹. The calculation puts the calculated total energy at -3096.763079 a.u.

Atom charges from the Mulliken analysis, given in e for atoms 1 to 5: 0.304 -0.220 0.342 -0.201 0.365